Density functional theory data (wB97M-V/def2-TZVPD) for C35H41BrClN3O3PTi as an isolated structure.

Calculated values
Energy relative to the best compared isomer or geometry (same formula, charge and spin) in kJ/mol: 26.0
2S+1: 3
Total charge: -1
Frontier orbital gap (spin up / spin down) in eV: 4.69 / 7.06

Last column: Mulliken charge in e.
Atoms and positions in Å:
Ti (-1.13, -0.11, 0.34)  -0.27
Br (-4.63, 6.40, 0.38)  -0.27
C (-3.76, 4.75, -0.03)  0.00
C (-2.91, 4.69, -1.13)  -0.70
C (-2.27, 3.49, -1.41)  -0.50
C (-2.45, 2.35, -0.62)  0.46
O (-1.77, 1.26, -0.93)  -0.15
C (-3.37, 2.41, 0.48)  0.68
C (-3.78, 1.26, 1.22)  -0.63
N (-3.23, 0.07, 0.99)  1.17
C (-3.80, -1.11, 1.34)  -0.06
C (-4.82, -1.36, 2.26)  -1.22
C (-5.29, -2.66, 2.45)  -0.62
C (-4.81, -3.74, 1.74)  -1.07
C (-3.80, -3.53, 0.77)  0.72
C (-3.25, -4.54, -0.04)  -0.76
C (-2.28, -4.24, -0.96)  -0.92
C (-1.82, -2.92, -1.06)  0.13
N (-2.31, -1.95, -0.31)  0.62
C (-3.29, -2.22, 0.58)  1.02
C (-3.99, 3.65, 0.75)  -0.93
H (-2.74, 5.57, -1.75)  0.42
H (-1.60, 3.41, -2.25)  0.40
H (-4.63, 1.36, 1.88)  0.13
H (-5.23, -0.55, 2.85)  0.34
H (-6.07, -2.82, 3.19)  0.37
H (-5.19, -4.74, 1.90)  0.37
H (-3.61, -5.56, 0.08)  0.41
H (-1.85, -5.00, -1.60)  0.43
H (-1.03, -2.65, -1.74)  -0.10
H (-4.68, 3.71, 1.59)  0.43
Cl (1.92, 0.76, 6.98)  -0.28
C (1.12, 0.83, 5.41)  0.31
C (0.74, 2.07, 4.92)  -0.81
C (0.12, 2.12, 3.67)  -0.56
C (-0.11, 0.97, 2.93)  -0.04
O (-0.66, 1.07, 1.72)  0.18
C (0.27, -0.31, 3.45)  1.39
C (0.02, -1.50, 2.75)  -0.80
O (-0.58, -1.57, 1.59)  -0.45
C (0.91, -0.33, 4.72)  -1.44
H (0.91, 2.97, 5.49)  0.42
H (-0.20, 3.06, 3.24)  0.47
H (0.34, -2.44, 3.19)  0.18
H (1.21, -1.28, 5.14)  0.39
C (2.86, -0.02, -4.02)  -2.12
C (1.68, -0.49, -3.16)  2.54
C (0.38, 0.14, -3.68)  -1.87
C (1.53, -2.00, -3.35)  -1.46
P (1.81, -0.10, -1.32)  -1.27
N (0.41, -0.26, -0.66)  1.54
C (3.02, -1.29, -0.50)  2.49
C (3.35, -0.76, 0.91)  -2.17
C (2.28, -2.62, -0.26)  -1.51
C (4.33, -1.55, -1.25)  -2.01
C (2.42, 1.67, -1.11)  2.73
C (1.55, 2.58, -2.00)  -2.19
C (2.12, 2.14, 0.32)  -1.88
C (3.90, 1.91, -1.43)  -2.10
H (2.69, -0.36, -5.05)  0.53
H (3.81, -0.44, -3.69)  0.28
H (2.95, 1.06, -4.05)  0.33
H (0.12, -0.34, -4.64)  0.58
H (0.47, 1.20, -3.87)  0.31
H (-0.44, -0.01, -2.98)  0.23
H (1.26, -2.19, -4.39)  0.70
H (0.74, -2.40, -2.72)  -0.26
H (2.45, -2.55, -3.15)  0.27
H (2.45, -0.54, 1.47)  0.39
H (3.99, 0.12, 0.89)  0.23
H (3.90, -1.55, 1.44)  0.66
H (1.31, -2.44, 0.21)  0.10
H (2.88, -3.23, 0.43)  0.52
H (2.13, -3.21, -1.16)  0.30
H (4.89, -0.64, -1.44)  0.26
H (4.17, -2.06, -2.20)  0.30
H (4.96, -2.20, -0.64)  0.53
H (0.49, 2.37, -1.85)  0.21
H (1.80, 2.50, -3.06)  0.28
H (1.74, 3.62, -1.71)  0.65
H (1.07, 2.03, 0.56)  -0.05
H (2.38, 3.20, 0.38)  0.62
H (2.69, 1.62, 1.08)  0.32
H (4.18, 1.58, -2.43)  0.30
H (4.56, 1.43, -0.71)  0.32
H (4.09, 2.98, -1.37)  0.54